# 1
This record from the Open Molecules 2025 dataset describes a structure of composition C35H52N4RuS2Sb2Si. The level of theory is ωB97M-V with the def2-TZVPD basis set.

Cartesian coordinates (Å):
Ru: -0.637 -0.026 0.253
C: -4.056 2.164 1.594
Sb: -2.860 1.452 -0.019
C: -2.834 3.331 -1.034
C: -4.188 0.229 -1.176
C: -4.565 0.663 -2.561
C: -5.926 0.711 -2.870
C: -6.377 0.985 -4.149
C: -5.454 1.211 -5.157
C: -4.103 1.190 -4.858
C: -3.628 0.939 -3.568
C: -2.141 1.089 -3.359
Sb: -0.766 -0.266 -2.339
C: -1.398 -1.990 -3.388
C: 0.823 0.553 -3.513
H: -5.003 2.518 1.187
H: -3.534 3.003 2.052
H: -4.236 1.401 2.346
H: -3.551 3.306 -1.854
H: -1.847 3.565 -1.424
H: -3.131 4.099 -0.322
H: -5.089 0.093 -0.576
H: -3.675 -0.737 -1.190
H: -6.645 0.504 -2.086
H: -7.438 1.007 -4.357
H: -5.781 1.413 -6.168
H: -3.386 1.391 -5.645
H: -1.925 2.068 -2.922
H: -1.679 1.122 -4.348
H: -1.349 -1.769 -4.454
H: -2.431 -2.200 -3.113
H: -0.781 -2.847 -3.140
H: 0.945 -0.057 -4.407
H: 1.760 0.558 -2.961
H: 0.560 1.567 -3.816
C: 4.742 0.807 0.475
Si: 4.809 -1.071 0.488
C: 4.355 -1.713 2.184
C: 6.548 -1.641 0.104
C: 3.692 -1.695 -0.916
C: 4.268 -2.343 -2.003
C: 3.499 -2.753 -3.087
C: 2.150 -2.479 -3.057
N: 1.558 -1.864 -2.030
C: 2.297 -1.500 -0.987
S: 1.509 -0.784 0.425
H: 5.394 1.229 1.244
H: 3.720 1.141 0.668
H: 5.058 1.208 -0.491
H: 5.175 -1.483 2.869
H: 4.212 -2.795 2.191
H: 3.442 -1.255 2.563
H: 7.216 -1.318 0.905
H: 6.939 -1.234 -0.830
H: 6.609 -2.731 0.052
H: 5.334 -2.532 -2.016
H: 3.940 -3.261 -3.933
H: 1.506 -2.753 -3.885
C: -2.795 -2.172 4.093
N: -3.854 -1.525 3.346
C: -5.147 -2.143 3.558
C: -3.493 -1.139 1.992
C: -2.791 -2.152 1.108
C: -3.344 -3.435 1.060
C: -2.754 -4.467 0.359
C: -1.572 -4.212 -0.316
C: -1.042 -2.934 -0.317
C: -1.630 -1.856 0.365
H: -3.047 -2.167 5.155
H: -1.858 -1.628 3.966
H: -2.621 -3.214 3.788
H: -5.454 -1.986 4.594
H: -5.165 -3.227 3.378
H: -5.893 -1.676 2.914
H: -2.834 -0.275 2.082
H: -4.413 -0.795 1.508
H: -4.260 -3.625 1.603
H: -3.201 -5.453 0.351
H: -1.059 -5.003 -0.850
H: -0.120 -2.778 -0.856
C: 2.694 4.379 3.560
C: 1.924 3.615 2.540
C: 1.934 3.860 1.198
C: 1.163 3.041 0.350
N: 0.430 2.046 0.823
C: 0.445 1.777 2.150
S: -0.391 0.428 2.672
N: 1.166 2.580 2.982
C: 1.144 3.277 -1.120
H: 3.248 5.188 3.093
H: 3.400 3.721 4.070
H: 2.022 4.800 4.310
H: 2.534 4.661 0.795
H: 1.165 2.339 3.965
H: 2.098 3.672 -1.467
H: 0.373 4.014 -1.357
H: 0.913 2.351 -1.639

Computed properties:
- gap between HOMO and LUMO (spin up / spin down) (eV) = 6.68 / 6.45
- relative energy (zero: lowest compared OMol25 entry of this formula, charge and spin) (kJ/mol) = 85.9
- HOMO (spin up / spin down) (eV) = -9.94 / -9.98
- charge = +1
- max |F| (eV/A) = 0.1
- spin multiplicity = 2
- LUMO level (spin up / spin down) (eV) = -3.261 / -3.527
- E_tot (eV) = -88300.59399

***

# 2
This record from the Open Molecules 2025 dataset describes a structure of composition C35H52P3PdSSb in a non-equilibrium geometry. The level of theory is ωB97M-V with the def2-TZVPD basis set.

Cartesian coordinates (Å):
Pd: -0.089 0.584 -0.744
P: -1.792 -1.240 -0.448
P: 1.694 -0.853 -1.513
P: -0.889 1.246 -2.736
H: 1.359 1.269 1.603
C: 0.589 1.831 1.070
C: -0.769 1.515 1.254
H: -1.081 0.737 1.961
C: -2.043 -2.156 1.124
C: -1.666 -2.625 -1.646
C: -3.478 -0.600 -0.722
C: 3.204 0.170 -1.438
C: 2.248 -2.417 -0.724
C: 1.634 -1.393 -3.261
C: -2.200 2.439 -2.338
C: -1.604 0.135 -3.996
C: 0.451 2.092 -3.654
H: 0.900 2.779 0.630
H: -1.561 2.193 0.929
H: -2.139 -1.454 1.960
H: -1.198 -2.831 1.317
H: -2.965 -2.756 1.068
H: -0.704 -3.138 -1.540
H: -1.759 -2.274 -2.677
H: -2.462 -3.359 -1.463
H: -3.601 0.316 -0.136
H: -4.216 -1.333 -0.373
H: -3.664 -0.379 -1.776
H: 4.083 -0.404 -1.761
H: 3.352 0.514 -0.408
H: 3.080 1.046 -2.083
H: 3.109 -2.836 -1.275
H: 1.434 -3.155 -0.732
H: 2.548 -2.243 0.318
H: 2.519 -2.007 -3.487
H: 1.620 -0.543 -3.949
H: 0.742 -2.006 -3.438
H: -2.266 3.166 -3.149
H: -1.945 2.960 -1.401
H: -3.160 1.928 -2.195
H: -1.902 0.718 -4.881
H: -2.500 -0.354 -3.592
H: -0.880 -0.633 -4.307
H: 0.029 2.894 -4.269
H: 0.993 1.378 -4.285
H: 1.168 2.509 -2.935
C: 0.321 6.192 -1.491
C: 1.284 6.842 -2.291
C: 1.234 8.226 -2.469
C: 0.268 8.999 -1.834
C: -0.676 8.367 -1.019
C: -0.647 6.983 -0.827
S: 0.318 4.437 -1.341
H: -0.399 4.006 -0.239
H: 2.053 6.233 -2.761
H: 1.968 8.719 -3.109
H: 0.271 10.088 -1.968
H: -1.442 8.964 -0.519
H: -1.372 6.505 -0.169
C: 3.152 -5.813 3.289
C: 2.052 -5.628 2.444
C: 1.499 -4.349 2.283
C: 2.049 -3.259 2.976
C: 3.150 -3.437 3.816
C: 3.699 -4.720 3.974
Sb: 1.187 -1.276 2.712
C: -0.258 -1.360 4.333
C: -1.010 -0.220 4.647
C: -2.089 -0.316 5.541
C: -2.404 -1.545 6.132
C: -1.634 -2.677 5.833
C: -0.559 -2.587 4.938
C: 2.840 -0.100 3.476
C: 2.712 0.632 4.662
C: 3.787 1.415 5.117
C: 4.982 1.467 4.389
C: 5.105 0.740 3.201
C: 4.039 -0.046 2.742
H: 3.580 -6.809 3.415
H: 1.618 -6.471 1.905
H: 0.645 -4.215 1.613
H: 3.590 -2.591 4.347
H: 4.557 -4.857 4.636
H: -0.775 0.748 4.193
H: -2.680 0.573 5.768
H: -3.246 -1.621 6.821
H: -1.864 -3.638 6.294
H: 0.036 -3.475 4.710
H: 1.784 0.592 5.237
H: 3.680 1.978 6.047
H: 5.814 2.071 4.753
H: 6.032 0.775 2.628
H: 4.152 -0.620 1.814

Computed properties:
- gap between HOMO and LUMO (spin up / spin down) (eV) = 8.15 / 4.27
- relative energy (zero: lowest compared OMol25 entry of this formula, charge and spin) (kJ/mol) = 0.0
- HOMO (spin up / spin down) (eV) = -17.98 / -17.92
- charge = +4
- max |F| (eV/A) = 3.4
- spin multiplicity = 5
- LUMO level (spin up / spin down) (eV) = -9.836 / -13.655
- E_tot (eV) = -85816.62370

***

# 3
This record from the Open Molecules 2025 dataset describes a structure of composition C35H53AlBr3Cl3F8IKN6O18PS4 in a non-equilibrium geometry. The level of theory is ωB97M-V with the def2-TZVPD basis set.

Cartesian coordinates (Å):
C: -4.841 -4.925 1.529
C: -4.636 -5.803 0.266
C: -3.981 -4.909 -0.828
N: -2.853 -4.218 -0.221
C: -2.334 -3.079 -1.009
C: -3.313 -1.930 -0.610
C: -2.778 -0.481 -0.524
C: -4.010 0.422 -0.467
O: -4.465 0.800 0.585
N: -4.599 0.824 -1.703
C: -3.802 1.792 -2.423
C: -3.233 2.849 -1.725
C: -2.450 3.761 -2.394
C: -2.190 3.673 -3.744
C: -2.782 2.643 -4.442
C: -3.575 1.728 -3.776
C: -2.303 -3.475 -2.522
C: -3.294 -3.268 -3.621
O: -4.608 -2.901 -3.190
C: -5.264 -2.111 -4.065
F: -4.791 -0.864 -4.024
F: -5.235 -2.564 -5.319
F: -6.529 -2.057 -3.668
N: -1.209 -4.059 -2.875
C: -0.818 -4.534 -4.202
I: 0.736 -6.021 -4.127
C: -0.385 -3.289 -5.050
C: 1.121 -2.979 -5.048
C: -0.372 -4.185 -1.670
C: -0.789 -2.946 -0.817
C: -0.053 -1.822 -1.619
C: 0.523 -0.694 -0.750
S: 0.878 0.802 -1.721
C: 0.596 2.092 -0.601
N: 1.171 3.255 -0.701
N: 0.699 3.949 0.363
C: -0.101 3.233 1.035
O: -0.229 2.010 0.452
C: -0.126 -3.283 0.551
C: -0.932 -2.866 1.796
C: -0.976 -4.039 2.827
C: -0.305 -1.642 2.548
H: -5.583 -5.343 2.208
H: -5.160 -3.912 1.263
H: -3.919 -4.821 2.097
H: -5.632 -6.122 -0.040
H: -3.973 -6.617 0.561
H: -3.708 -5.600 -1.644
H: -4.766 -4.210 -1.111
H: -2.108 -4.846 0.054
H: -3.658 -2.186 0.389
H: -4.208 -1.898 -1.231
H: -2.212 -0.166 -1.401
H: -2.260 -0.331 0.420
H: -5.501 1.231 -1.479
H: -3.380 2.999 -0.663
H: -2.024 4.580 -1.828
H: -1.553 4.366 -4.276
H: -2.626 2.508 -5.504
H: -4.019 0.945 -4.376
H: -3.404 -4.196 -4.210
H: -2.965 -2.514 -4.346
H: -1.633 -5.008 -4.746
H: -0.734 -3.373 -6.078
H: -0.873 -2.408 -4.627
H: 1.612 -3.127 -4.089
H: 1.225 -1.916 -5.289
H: 1.650 -3.500 -5.845
H: 0.711 -4.222 -1.758
H: -0.604 -5.168 -1.244
H: -0.750 -1.369 -2.340
H: 0.776 -2.215 -2.205
H: 1.485 -1.046 -0.375
H: -0.050 -0.473 0.146
H: -0.619 3.535 1.952
H: -0.049 -4.375 0.590
H: 0.906 -2.934 0.631
H: -1.975 -2.617 1.606
H: -0.766 -5.015 2.372
H: -0.239 -3.865 3.609
H: -1.963 -4.126 3.281
H: 0.764 -1.607 2.336
H: -0.509 -1.758 3.608
H: -0.822 -0.750 2.190
C: 2.327 7.901 2.383
Br: 3.679 7.975 3.778
Br: 1.824 6.089 1.917
Br: 0.789 8.978 2.825
H: 2.777 8.328 1.497
O: -4.361 -6.209 -4.945
H: -4.905 -5.750 -5.595
H: -4.959 -6.855 -4.555
N: 4.802 0.240 2.074
S: 4.558 -1.203 2.701
O: 5.514 -2.205 2.355
O: 3.188 -1.613 2.819
F: 4.941 -0.869 4.187
S: 4.581 0.270 0.532
O: 5.093 1.447 -0.085
O: 3.300 -0.189 0.049
F: 5.577 -0.845 -0.023
K: 2.222 5.879 4.522
O: -1.938 -5.107 6.060
P: -3.458 -5.206 6.050
O: -3.865 -6.643 6.374
O: -3.953 -4.819 4.660
O: -4.056 -4.254 7.085
C: -1.768 -1.699 -8.671
Cl: -1.101 -0.067 -8.684
Cl: -2.932 -1.916 -7.353
H: -2.273 -1.880 -9.612
H: -0.957 -2.407 -8.540
C: 6.598 10.449 3.199
O: 7.679 10.069 4.045
C: 7.698 10.694 5.222
O: 6.899 11.513 5.597
O: 8.747 10.253 5.906
C: 8.896 10.838 7.200
H: 6.688 9.879 2.279
H: 5.643 10.212 3.666
H: 6.650 11.510 2.957
H: 8.034 10.612 7.825
H: 9.038 11.914 7.122
H: 9.781 10.396 7.648
Al: -0.737 4.072 3.618
Cl: -1.296 1.356 3.867
C: 7.880 3.552 4.585
F: 7.393 4.355 5.564
F: 8.180 4.360 3.550
F: 9.043 3.065 5.038
S: 6.691 2.215 4.116
O: 5.513 2.926 3.660
O: 6.501 1.480 5.344
O: 7.387 1.491 3.087

Computed properties:
- gap between HOMO and LUMO (eV) = 4.85
- HOMO (eV) = -5.47
- charge = -1
- max |F| (eV/A) = 3.8
- spin multiplicity = 1
- LUMO level (eV) = -0.626
- E_tot (eV) = -436030.47488

***

# 4
This record from the Open Molecules 2025 dataset describes a structure of composition C35H53BN5O2Re. The level of theory is ωB97M-V with the def2-TZVPD basis set.

Cartesian coordinates (Å):
Re: 1.402 0.144 -0.804
C: 0.956 -3.105 -1.321
O: 1.549 -2.099 -0.467
C: 2.613 -2.631 0.346
C: 3.040 -1.529 1.280
O: 3.128 -0.288 0.531
C: 4.441 0.326 0.473
H: 0.488 -3.869 -0.701
H: 1.727 -3.544 -1.954
H: 0.198 -2.615 -1.925
H: 3.420 -2.982 -0.300
H: 2.242 -3.485 0.911
H: 3.999 -1.739 1.750
H: 2.292 -1.370 2.053
H: 4.865 0.344 1.475
H: 4.296 1.343 0.119
H: 5.094 -0.222 -0.203
C: -2.759 3.821 -0.551
C: -1.263 4.133 -0.481
C: -0.562 3.482 -1.690
C: -0.534 3.868 0.831
C: 0.118 4.957 1.406
C: 0.842 4.828 2.584
C: 0.933 3.595 3.198
C: 0.315 2.468 2.654
C: 0.388 1.148 3.395
C: 1.816 0.813 3.830
C: -0.564 1.158 4.595
C: -0.408 2.623 1.469
N: -1.109 1.465 0.955
B: -0.603 0.277 0.195
N: -1.832 -0.583 0.166
C: -2.827 0.039 0.795
C: -2.390 1.283 1.290
C: -2.072 -1.935 -0.330
C: -1.955 -2.999 0.579
C: -2.167 -4.285 0.084
C: -2.525 -4.507 -1.233
C: -2.727 -3.429 -2.074
C: -2.527 -2.118 -1.645
C: -2.910 -1.019 -2.632
C: -1.719 -0.241 -3.178
C: -4.016 -0.078 -2.145
C: -1.652 -2.892 2.072
C: -2.608 -2.037 2.911
C: -0.203 -2.507 2.345
H: -3.191 4.278 -1.442
H: -3.279 4.241 0.309
H: -2.961 2.752 -0.608
H: -1.177 5.211 -0.626
H: -0.994 2.520 -1.960
H: 1.496 3.471 -2.196
H: -0.584 4.138 -2.558
H: 0.027 5.932 0.943
H: 1.315 5.695 3.025
H: 1.481 3.503 4.127
H: 0.053 0.358 2.719
H: 2.170 1.491 4.606
H: 2.513 0.877 2.990
H: 1.854 -0.193 4.252
H: -0.283 1.934 5.309
H: -0.532 0.200 5.115
H: -1.596 1.347 4.293
H: -3.814 -0.387 0.891
H: -2.961 1.999 1.861
H: -2.083 -5.125 0.762
H: -2.699 -5.514 -1.587
H: -3.082 -3.599 -3.083
H: -3.331 -1.557 -3.482
H: -1.246 0.364 -2.397
H: -2.041 0.433 -3.976
H: -0.965 -0.912 -3.591
H: -3.644 0.683 -1.456
H: -4.824 -0.625 -1.659
H: -4.447 0.452 -2.995
H: -1.776 -3.910 2.443
H: -2.344 -0.976 2.902
H: -2.546 -2.353 3.953
H: -3.646 -2.156 2.601
H: 0.045 -1.559 1.858
H: 0.472 -3.276 1.972
H: -0.028 -2.397 3.417
N: 0.918 3.205 -1.392
C: 1.166 1.832 -1.080
H: 1.193 3.801 -0.591
C: 4.289 -1.780 -2.551
C: 3.252 -1.015 -3.287
N: 2.207 -0.349 -2.795
C: 1.564 0.229 -3.891
C: 2.215 -0.107 -5.024
N: 3.272 -0.886 -4.621
H: 4.167 -1.638 -1.483
H: 5.287 -1.442 -2.831
H: 4.226 -2.846 -2.774
H: 0.669 0.813 -3.782
H: 2.029 0.130 -6.057
H: 3.969 -1.292 -5.228

Computed properties:
- gap between HOMO and LUMO (spin up / spin down) (eV) = 8.46 / 6.03
- relative energy (zero: lowest compared OMol25 entry of this formula, charge and spin) (kJ/mol) = 23.1
- HOMO (spin up / spin down) (eV) = -16.29 / -16.30
- charge = +3
- max |F| (eV/A) = 0.3
- spin multiplicity = 4
- LUMO level (spin up / spin down) (eV) = -7.834 / -10.265
- E_tot (eV) = -51481.60083

***

> Which value of charge does entry 2 give?

+4

***

> Which of these has the lowest charge?

C35H53AlBr3Cl3F8IKN6O18PS4